# 1
DFT (ωB97M-V/def2-TZVPD) results for C34H29F5N6O9SSiV as an isolated structure in a non-equilibrium geometry.

Last column: Mulliken charge in e.
Geometry (Å):
V  -1.04  0.96  0.04  0.016
C  -3.82  3.73  -1.06  -1.938
C  -2.69  2.80  -1.41  0.482
O  -2.13  2.10  -0.45  -0.214
C  -2.21  2.67  -2.66  -1.435
C  -1.10  1.82  -2.97  1.014
C  -0.68  1.70  -4.41  -1.598
N  -0.44  1.13  -2.07  1.360
N  0.49  0.30  -2.61  -0.622
C  1.70  0.25  -2.05  -0.510
O  2.14  0.98  -1.15  -0.567
C  2.60  -0.76  -2.71  0.862
C  3.80  -1.10  -2.08  -0.480
C  4.63  -2.07  -2.62  -0.663
C  4.27  -2.71  -3.80  -0.370
C  3.10  -2.35  -4.45  -0.866
C  2.27  -1.38  -3.91  -0.044
H  -3.94  3.79  0.02  0.247
H  -4.76  3.39  -1.50  0.383
H  -3.61  4.74  -1.44  0.381
H  -2.66  3.24  -3.46  0.390
H  -1.11  2.50  -5.01  0.497
H  -1.04  0.73  -4.78  0.204
H  0.40  1.70  -4.49  0.289
H  4.05  -0.59  -1.16  0.409
H  5.55  -2.33  -2.12  0.377
H  4.90  -3.50  -4.21  0.358
H  2.82  -2.84  -5.38  0.383
H  1.34  -1.11  -4.40  0.396
O  1.18  -2.02  1.02  -0.732
C  0.38  -1.57  0.23  -0.077
O  -0.09  -0.34  0.30  1.458
C  -0.14  -2.39  -0.91  0.449
C  0.50  -3.56  -1.17  0.009
C  0.15  -4.37  -2.26  -0.959
C  -0.83  -3.92  -3.15  -0.325
C  -1.48  -2.73  -2.94  -0.619
C  -1.28  -1.93  -1.72  0.445
O  -2.07  -1.05  -1.38  -0.698
N  -2.37  -2.29  -3.97  1.001
O  -2.77  -3.12  -4.79  -0.745
O  -2.68  -1.11  -4.03  -0.598
N  0.85  -5.57  -2.53  1.056
O  0.58  -6.21  -3.55  -0.711
O  1.72  -5.94  -1.74  -0.699
H  1.32  -3.86  -0.53  0.678
H  -1.06  -4.50  -4.03  0.617
F  -2.07  -1.88  1.36  -0.321
C  -2.83  -0.86  1.77  0.508
C  -2.43  0.46  1.54  0.081
C  -3.31  1.39  2.09  0.590
F  -3.04  2.71  2.01  -0.504
C  -4.48  1.07  2.76  0.110
F  -5.28  2.04  3.26  -0.359
C  -4.84  -0.25  2.92  0.755
F  -5.97  -0.58  3.56  -0.360
C  -4.00  -1.22  2.42  0.039
F  -4.32  -2.52  2.59  -0.346
C  -0.20  4.47  -0.09  -1.538
Si  0.35  2.87  0.85  1.498
C  0.06  3.33  2.70  -1.293
C  2.25  3.01  0.73  -1.342
H  0.46  5.30  0.16  0.434
H  -1.22  4.75  0.18  0.238
H  -0.16  4.31  -1.17  0.290
H  0.16  4.41  2.83  0.462
H  0.81  2.85  3.34  0.242
H  -0.92  3.03  3.06  0.130
H  2.60  3.81  1.40  0.440
H  2.56  3.25  -0.29  0.298
H  2.75  2.08  1.00  0.234
N  4.14  -1.41  5.76  -0.358
C  2.96  -0.98  6.27  0.189
S  2.77  -0.87  7.91  -0.409
C  1.94  -0.59  5.30  0.813
C  2.28  -0.25  3.98  -1.526
C  1.29  0.09  3.08  -0.587
N  0.00  0.10  3.40  0.513
C  -0.33  -0.21  4.65  -0.509
C  0.58  -0.54  5.63  -0.893
H  4.80  -1.78  6.41  0.233
H  4.14  -1.78  4.82  0.203
H  3.32  -0.22  3.67  0.480
H  1.54  0.35  2.07  0.469
H  -1.39  -0.18  4.88  0.430
H  0.27  -0.79  6.63  0.378

Total charge = -2
ΔE to the lowest compared entry with this formula, charge and spin = 1.076 eV
Calculated total energy = -121081.7321 eV
Spin multiplicity = 2
HOMO (spin up / spin down) = -2.4 / -2.4 eV
Orbital gap (spin up / spin down) = 5.56 / 5.60 eV

=====

# 2
DFT (ωB97M-V/def2-TZVPD) results for C34H29F6MoN3O14S2Te as an isolated structure.

Last column: Mulliken charge in e.
Geometry (Å):
Mo  -0.64  0.32  -0.13  -0.687
O  3.20  3.82  -3.56  -0.591
C  2.47  3.14  -2.90  0.309
C  0.94  3.09  -3.02  0.089
O  0.26  3.72  -3.80  -0.666
C  0.54  2.10  -2.02  1.403
C  1.62  1.56  -1.36  0.139
O  1.38  0.59  -0.51  1.004
C  2.89  2.12  -1.82  -0.509
O  4.03  1.88  -1.50  -0.605
O  -0.64  1.61  -1.77  -1.059
F  0.62  -4.58  -0.45  -0.142
C  1.16  -3.88  0.55  0.461
F  0.26  -3.81  1.53  -0.201
F  2.23  -4.54  1.00  -0.226
S  1.64  -2.21  -0.06  0.628
O  0.34  -1.72  -0.55  0.444
O  2.60  -2.43  -1.10  -0.711
N  2.11  -1.66  1.29  -0.255
S  2.80  -0.38  1.90  0.862
O  1.86  0.63  2.30  -0.601
O  4.03  -0.01  1.29  -0.627
C  3.25  -1.17  3.50  0.545
F  2.17  -1.57  4.17  -0.217
F  4.06  -2.22  3.34  -0.226
F  3.89  -0.27  4.25  -0.216
O  -0.63  -0.65  1.72  0.081
C  -0.88  -0.16  2.83  -0.449
C  -1.10  1.22  3.12  1.089
C  -1.33  1.55  4.46  -0.424
C  -1.49  2.86  4.83  -0.527
C  -1.41  3.89  3.88  -0.430
C  -1.19  3.59  2.57  -0.879
C  -1.04  2.25  2.13  0.329
O  -0.87  2.07  0.87  -0.112
N  -1.76  3.18  6.23  1.013
O  -1.87  2.26  7.02  -0.637
O  -1.85  4.36  6.53  -0.649
H  -0.90  -0.86  3.67  0.180
H  -1.37  0.77  5.21  0.552
H  -1.53  4.91  4.22  0.505
H  -1.11  4.37  1.82  0.496
C  -4.40  -0.96  -0.89  -1.382
C  -3.01  -0.44  -0.65  0.971
O  -2.78  0.34  0.35  -0.676
N  -1.96  -0.71  -1.38  -0.131
Te  -1.95  -2.83  -2.37  0.829
C  -1.15  -4.79  -2.88  0.277
C  -1.84  -5.87  -2.31  0.886
C  -3.02  -5.73  -1.38  -1.622
C  -1.43  -7.16  -2.62  -1.192
C  -0.34  -7.41  -3.44  0.662
C  0.12  -8.82  -3.72  -1.617
C  0.36  -6.32  -3.95  -1.119
C  -0.02  -5.02  -3.68  1.279
C  0.79  -3.89  -4.23  -0.873
C  -2.03  -2.03  -4.32  0.147
C  -3.03  -2.52  -5.17  0.681
C  -3.99  -3.63  -4.82  -1.892
C  -3.14  -1.98  -6.45  -0.966
C  -2.29  -0.97  -6.89  0.610
C  -2.44  -0.38  -8.27  -1.563
C  -1.31  -0.52  -6.03  -0.832
C  -1.14  -1.04  -4.75  0.891
C  -0.01  -0.51  -3.92  -0.242
H  -5.11  -0.34  -0.34  0.415
H  -4.48  -1.99  -0.52  0.268
H  -4.64  -0.95  -1.95  0.278
H  -2.85  -5.02  -0.58  0.207
H  -3.24  -6.69  -0.93  0.449
H  -3.92  -5.40  -1.91  0.299
H  -1.97  -8.00  -2.19  0.321
H  -0.64  -9.54  -3.44  0.372
H  1.03  -9.05  -3.16  0.314
H  0.35  -8.95  -4.78  0.373
H  1.23  -6.49  -4.57  0.377
H  1.68  -4.27  -4.75  0.402
H  1.13  -3.23  -3.43  -0.177
H  0.21  -3.30  -4.94  0.255
H  -4.17  -3.70  -3.75  0.130
H  -3.60  -4.59  -5.15  0.359
H  -4.95  -3.47  -5.31  0.545
H  -3.92  -2.35  -7.11  0.345
H  -3.25  -0.84  -8.82  0.360
H  -1.52  -0.51  -8.85  0.328
H  -2.63  0.69  -8.20  0.348
H  -0.64  0.27  -6.36  0.467
H  0.34  0.44  -4.33  0.372
H  0.84  -1.19  -3.92  0.202
H  -0.30  -0.34  -2.89  -0.217

Total charge = -1
ΔE to the lowest compared entry with this formula, charge and spin = 0.739 eV
Calculated total energy = -115987.3781 eV
Spin multiplicity = 4
HOMO (spin up / spin down) = -5.2 / -5.6 eV
Orbital gap (spin up / spin down) = 6.66 / 5.55 eV

=====

# 3
DFT (ωB97M-V/def2-TZVPD) results for C34H30AsFN3O4ReS as an isolated structure.

Last column: Mulliken charge in e.
Geometry (Å):
Re  -0.62  0.53  -1.27  0.600
O  2.37  1.59  3.32  -0.682
S  1.38  1.43  2.31  1.089
O  1.14  2.47  1.34  -0.517
N  1.76  0.02  1.40  0.042
C  2.91  -0.08  1.00  0.352
C  4.16  -0.17  0.61  -1.085
C  4.83  0.43  -0.55  -0.247
C  4.46  0.58  -1.82  -1.340
C  3.24  0.14  -2.51  0.367
C  3.32  -0.65  -3.67  -0.547
C  2.18  -1.08  -4.33  -0.883
C  0.94  -0.76  -3.82  -0.489
N  0.84  0.02  -2.74  -0.010
C  1.95  0.46  -2.16  0.363
C  -0.15  0.95  3.01  -0.011
C  -1.33  1.38  2.41  -0.075
C  -2.53  0.96  2.96  -0.667
C  -2.54  0.13  4.07  -0.494
C  -1.35  -0.29  4.65  -0.682
C  -0.14  0.12  4.13  -0.369
H  4.80  -0.66  1.34  0.433
H  5.83  0.77  -0.31  0.457
H  5.20  1.03  -2.48  0.516
H  4.30  -0.92  -4.04  0.593
H  2.26  -1.69  -5.22  0.442
H  0.01  -1.11  -4.25  0.510
H  -1.30  2.01  1.54  0.508
H  -3.46  1.28  2.51  0.440
H  -3.48  -0.20  4.49  0.417
H  -1.36  -0.93  5.52  0.437
H  0.80  -0.18  4.57  0.501
O  2.78  3.12  -1.55  -0.520
C  1.71  2.67  -1.34  0.158
O  1.55  1.27  -1.10  1.354
C  0.42  3.40  -1.38  0.845
C  0.48  4.79  -1.24  -1.237
C  -0.69  5.49  -1.35  -0.707
C  -1.88  4.81  -1.67  1.295
C  -3.10  5.50  -1.87  -0.854
C  -4.22  4.82  -2.23  -0.581
C  -4.17  3.42  -2.41  -0.796
C  -3.02  2.72  -2.21  -0.562
C  -1.84  3.40  -1.81  0.259
N  -0.67  2.70  -1.61  -0.142
H  1.43  5.27  -1.05  0.513
H  -0.71  6.57  -1.23  0.468
H  -3.12  6.57  -1.74  0.407
H  -5.15  5.34  -2.39  0.408
H  -5.06  2.89  -2.72  0.430
H  -2.99  1.65  -2.35  0.357
F  -2.30  0.69  -0.36  -0.686
C  -2.02  -2.98  -1.49  -1.358
As  -0.71  -1.87  -0.58  0.887
C  0.90  -2.92  -0.84  -1.254
C  -1.24  -2.16  1.29  0.802
C  -0.66  -3.40  1.90  -0.051
C  -1.39  -4.59  1.91  -0.361
C  -0.85  -5.75  2.44  -0.746
C  0.44  -5.74  2.97  -0.477
C  1.17  -4.56  2.96  -0.810
C  0.63  -3.40  2.43  0.265
H  -1.99  -3.99  -1.09  0.430
H  -1.81  -3.01  -2.55  0.405
H  -3.01  -2.55  -1.33  0.369
H  0.78  -3.91  -0.39  0.524
H  1.75  -2.42  -0.38  0.180
H  1.08  -3.03  -1.91  0.459
H  -2.33  -2.23  1.25  0.791
H  -0.99  -1.26  1.84  -1.499
H  -2.40  -4.60  1.52  0.453
H  -1.43  -6.66  2.46  0.413
H  0.86  -6.64  3.38  0.399
H  2.17  -4.54  3.37  0.442
H  1.20  -2.48  2.42  0.355

Total charge = +1
ΔE to the lowest compared entry with this formula, charge and spin = 5.634 eV
Calculated total energy = -124918.9059 eV
Spin multiplicity = 2
HOMO (spin up / spin down) = -10.2 / -9.9 eV
Orbital gap (spin up / spin down) = 6.69 / 6.31 eV

=====

# 4
DFT (ωB97M-V/def2-TZVPD) results for C34H30BrI2N8O2SiV as an isolated structure in a non-equilibrium geometry.

Last column: Mulliken charge in e.
Geometry (Å):
V  -0.58  -0.40  0.43  -0.398
C  -1.50  0.84  3.92  -1.083
C  -1.63  1.77  2.75  0.750
C  -2.30  2.98  2.84  -1.099
C  -2.46  3.73  1.67  -0.594
C  -1.95  3.30  0.47  -1.401
C  -1.23  2.09  0.46  1.168
N  -1.09  1.37  1.60  0.786
N  -0.68  1.45  -0.62  0.800
Si  -0.38  2.16  -2.15  -0.161
C  0.23  3.93  -1.98  -1.278
C  0.95  1.16  -2.99  -0.740
C  -1.85  2.17  -3.29  -1.428
H  -1.79  1.34  4.85  0.475
H  -0.48  0.48  4.00  0.096
H  -2.16  -0.02  3.77  0.072
H  -2.72  3.30  3.78  0.435
H  -3.02  4.66  1.71  0.416
H  -2.11  3.86  -0.44  0.380
H  0.57  4.13  -0.96  0.317
H  -0.54  4.67  -2.22  0.366
H  1.07  4.10  -2.66  0.488
H  1.77  0.94  -2.31  0.003
H  1.35  1.74  -3.84  0.568
H  0.56  0.21  -3.38  0.130
H  -2.76  2.56  -2.80  0.369
H  -2.07  1.17  -3.67  0.354
H  -1.64  2.81  -4.16  0.383
Br  6.06  3.32  1.10  -0.252
C  4.56  2.17  1.27  -0.089
C  3.39  2.45  0.58  -0.884
C  2.29  1.61  0.71  0.834
C  2.33  0.48  1.54  -0.070
C  3.53  0.21  2.21  -0.825
C  4.63  1.05  2.08  -0.841
N  1.21  -0.34  1.62  1.594
C  1.13  -1.21  2.64  -1.032
C  0.08  -2.15  2.70  0.783
C  -0.05  -3.09  3.75  -1.278
C  -1.07  -4.00  3.71  -0.257
C  -1.98  -3.98  2.64  -1.035
C  -1.82  -3.01  1.68  -0.296
N  -0.83  -2.11  1.69  0.658
H  3.33  3.31  -0.07  0.486
H  1.38  1.81  0.16  0.056
H  3.64  -0.69  2.79  0.343
H  5.55  0.82  2.60  0.367
H  1.82  -1.18  3.48  0.254
H  0.66  -3.08  4.56  0.445
H  -1.19  -4.72  4.51  0.399
H  -2.81  -4.67  2.57  0.396
H  -2.53  -2.91  0.86  0.382
I  -2.00  -3.11  -2.46  -0.013
C  0.03  -2.81  -2.73  -0.093
C  0.67  -3.44  -3.83  -0.425
C  2.00  -3.28  -4.05  -0.331
I  2.84  -4.19  -5.72  0.031
C  2.78  -2.48  -3.17  1.096
C  4.17  -2.24  -3.31  -0.784
C  4.82  -1.45  -2.42  -1.125
C  4.09  -0.89  -1.34  0.158
N  2.81  -1.09  -1.18  0.226
C  2.15  -1.86  -2.07  0.068
C  0.72  -2.00  -1.87  -1.177
O  0.17  -1.36  -0.88  0.699
H  0.08  -4.06  -4.49  0.365
H  4.70  -2.69  -4.15  0.162
H  5.88  -1.25  -2.52  0.412
H  4.58  -0.26  -0.61  0.163
N  -3.84  0.21  -1.34  -0.119
C  -3.72  -0.32  -0.10  0.319
O  -2.56  -0.48  0.39  0.403
C  -4.87  -0.65  0.65  0.394
C  -6.16  -0.49  0.08  -0.449
N  -7.20  -0.39  -0.41  -0.654
C  -4.70  -1.11  1.99  0.030
N  -4.57  -1.49  3.07  -0.750
H  -4.73  0.24  -1.80  0.231
H  -3.00  0.36  -1.86  -0.151

Total charge = -1
ΔE to the lowest compared entry with this formula, charge and spin = 0.364 eV
Calculated total energy = -171577.7894 eV
Spin multiplicity = 4
HOMO (spin up / spin down) = -3.4 / -5.6 eV
Orbital gap (spin up / spin down) = 5.27 / 7.42 eV